# 1
This record from OMol25 describes a cluster of 10 separate species, C34H53F3O30 in total. The level of theory is wB97M-V/def2-TZVPD.

```
120
Properties=species:S:1:pos:R:3:forces:R:3
F -6.581 -21.426 -6.767 -2.85 2.05 1.98
F -4.202 -7.170 0.029 -1.57 1.08 1.07
F 0.477 -12.066 -4.963 0.08 -0.18 -0.40
O -2.083 -7.792 0.048 1.25 3.51 -1.29
O -4.487 -23.340 -2.776 -4.34 0.79 -0.61
O -0.812 -20.536 1.633 5.32 -1.37 -2.35
O -5.807 -16.131 -2.859 -1.71 -2.46 -1.71
O -6.407 -13.350 -7.528 1.88 2.00 1.36
O -3.045 -9.520 0.713 -1.07 -3.14 3.76
O -10.134 -12.347 -2.245 1.04 0.27 1.51
O -9.522 -10.293 -2.205 -0.66 -1.97 1.06
O -7.547 -14.496 -8.925 -1.15 -0.41 -0.82
O -6.549 -22.954 -2.232 0.16 0.04 0.40
O -4.031 -15.997 -1.651 1.40 0.14 1.57
O -5.484 -21.306 -9.567 1.30 0.92 0.18
O -5.740 -8.056 4.848 0.54 0.21 0.42
O 0.951 -21.953 0.949 -2.87 -0.59 3.40
O 1.279 -12.483 -0.124 -1.48 -0.63 -1.81
O -5.079 -23.323 -0.568 0.21 -0.14 -0.18
O -6.679 -22.842 -8.516 -0.96 -0.18 0.05
O 0.893 -19.933 0.179 -0.27 0.38 -0.08
O 2.969 -11.978 1.273 -2.16 1.30 -1.99
O -5.374 -14.195 -1.819 0.39 -3.15 -0.30
O -10.444 -11.167 -4.133 0.46 0.56 1.02
O 2.081 -10.518 -0.297 -1.04 -1.15 -0.37
O -7.833 -7.986 3.923 0.54 -0.07 -0.31
O -6.581 -9.865 4.054 2.25 0.64 0.39
O -0.301 -13.365 -6.701 0.90 0.86 -1.73
O -1.511 -8.563 2.062 -0.55 -0.15 -0.55
O -7.072 -22.314 -10.691 0.15 -0.08 1.40
O -0.194 -15.673 -6.739 -0.98 1.74 -0.16
O -5.851 -15.514 -7.863 -0.62 0.61 0.18
O -1.153 -14.495 -5.106 -1.20 -2.40 1.20
C -0.601 -12.393 -5.728 -1.86 -1.11 0.67
C -4.912 -21.444 -8.304 0.48 0.10 1.80
C -6.811 -8.564 4.199 -0.13 0.89 1.31
C 2.784 -9.403 0.133 1.27 0.82 1.06
C -5.246 -17.475 -2.872 0.06 -0.32 0.51
C -5.346 -23.230 -1.734 -0.36 0.46 -0.31
C -6.474 -22.141 -9.660 -2.06 -1.39 -3.11
C -5.130 -15.386 -2.060 0.51 4.98 0.80
C -3.873 -17.242 -2.265 -0.17 -0.95 -1.33
C -10.933 -13.447 -2.623 -0.68 0.23 -1.32
C -7.437 -10.575 3.248 -2.01 -1.03 -0.06
C 1.881 -21.954 -0.035 1.80 -2.81 0.57
C -6.917 -12.341 -8.415 -0.24 -0.15 -0.90
C -1.634 -13.222 -4.925 0.08 2.00 0.62
C -7.578 -22.688 -1.269 -1.09 0.63 -0.04
C 2.139 -11.673 0.386 3.69 -0.50 2.35
C 0.278 -20.789 1.030 -4.11 1.15 0.75
C -8.068 -13.163 -8.934 -0.79 0.54 -1.02
C -2.168 -8.607 1.065 1.45 -0.96 1.98
C -10.950 -14.599 -1.657 -1.05 0.45 0.38
C -5.614 -6.640 5.201 -2.36 0.39 -0.54
C -0.595 -14.631 -6.289 2.36 -0.93 0.43
C -3.290 -7.868 -0.608 0.85 -0.41 -3.66
C -8.806 -22.285 -2.069 -0.85 -0.49 0.15
C 1.035 -13.817 0.349 -1.35 0.54 0.99
C 2.018 -20.603 -0.414 0.23 3.80 -2.21
C -10.066 -11.245 -2.980 -0.57 -0.92 -0.55
C -3.249 -23.628 -2.415 4.08 -1.10 1.29
C -6.544 -14.559 -8.074 0.87 -0.65 -0.02
C 0.070 -13.655 1.554 1.27 -1.28 0.48
C -5.938 -22.265 -7.508 3.22 -1.41 -1.28
C -9.325 -9.082 -2.812 0.94 1.05 -1.79
C -3.507 -9.319 -0.555 -0.57 -0.82 -0.91
C -6.026 -6.221 6.622 1.61 -1.45 0.15
H -8.962 -22.873 -2.973 0.42 -0.04 -0.06
H -3.597 -18.066 -1.606 0.06 0.47 0.39
H 3.861 -9.566 0.183 0.10 -0.30 -0.24
H -3.147 -17.200 -3.077 0.35 0.35 0.20
H -5.795 -18.152 -2.217 -0.56 0.36 -0.04
H 2.608 -8.584 -0.564 -0.28 -0.20 0.11
H -11.688 -15.287 -2.070 0.68 -0.66 -0.64
H -7.203 -11.639 3.255 0.66 0.22 0.04
H -2.801 -9.886 -1.162 -0.36 0.28 -0.91
H -6.231 -12.001 -9.191 0.69 -1.11 -0.30
H -5.528 -23.014 -6.831 0.04 -0.35 -0.35
H -8.377 -12.989 -9.964 0.06 0.27 0.13
H 2.011 -20.615 -1.504 -0.41 1.00 -0.14
H -1.661 -12.985 -3.862 0.14 0.00 -0.09
H 2.514 -9.137 1.155 -0.32 0.20 -0.07
H -6.363 -6.122 4.602 0.39 0.07 -0.67
H -8.772 -8.399 -2.166 -0.54 -0.14 0.33
H -7.472 -10.216 2.219 -0.14 0.14 0.12
H -2.712 -24.111 -3.232 -0.16 0.02 -0.09
H -4.905 -20.480 -7.796 0.59 0.07 -0.29
H -5.194 -17.942 -3.856 -0.29 0.62 -0.13
H -2.639 -13.122 -5.335 -0.05 0.09 -0.13
H -4.608 -6.292 4.965 -0.08 -0.46 -0.07
H 2.939 -20.096 -0.125 -0.14 -0.04 0.35
H -0.740 -12.943 1.397 0.35 0.09 -0.17
H -3.942 -21.943 -8.312 0.08 0.26 -0.36
H -2.697 -22.733 -2.129 0.18 0.12 0.08
H 0.460 -14.353 -0.407 0.36 0.43 -0.51
H -8.393 -10.527 3.770 -0.59 0.09 -0.76
H 2.850 -22.173 0.414 -0.05 -1.36 -0.28
H -3.262 -24.293 -1.552 0.38 -0.10 0.01
H 0.676 -13.448 2.436 -0.21 0.67 0.04
H -7.120 -11.339 -8.038 -0.63 -0.65 1.35
H -5.841 -5.152 6.721 -0.51 0.05 -0.11
H -0.374 -14.615 1.816 -0.18 -0.16 -0.30
H -9.688 -22.524 -1.475 -0.08 0.20 0.21
H -8.883 -21.230 -2.332 0.38 -0.04 0.03
H -10.266 -8.697 -3.204 0.16 0.37 0.11
H -7.791 -23.505 -0.579 0.28 -0.59 -0.58
H -11.931 -13.026 -2.744 -0.27 -0.34 -0.11
H 1.525 -22.623 -0.818 0.50 -0.15 -0.05
H -8.930 -13.037 -8.278 -0.04 -0.46 0.09
H -10.615 -13.804 -3.603 0.10 0.08 -0.10
H -4.538 -9.629 -0.724 0.10 -0.12 0.36
H -3.244 -7.560 -1.653 0.48 0.68 0.15
H 1.971 -14.351 0.512 -0.09 0.20 0.42
H -7.008 -6.572 6.941 -0.07 0.39 -0.33
H -1.045 -11.489 -6.147 0.48 -0.11 -0.36
H -11.553 -14.382 -0.776 0.79 0.57 0.61
H -5.297 -6.681 7.289 -0.07 -0.07 0.40
H -9.968 -15.018 -1.436 -0.30 -0.12 -0.03
H -8.648 -9.302 -3.637 -0.07 0.57 -0.50
H -7.374 -21.879 -0.567 0.82 0.23 -0.31
```
Forces are in eV/Å.

Output
Charge ... 0
Molar mass ... 998.762 g mol⁻¹
Energy above the lowest of the compared OMol25 structures with the same formula, charge and spin ... 5.169 eV
SMILES string ... O=C1OC[C@@H](F)O1.O=C1OC[C@@H](F)O1.O=C1OC[C@@H](F)O1.CCOC(=O)OC.CCOC(=O)OC.CCOC(=O)OC.CCOC(=O)OC.O=C1OCCO1.O=C1OCCO1.O=C1OCCO1

These are the Mulliken partial charges, in e, on atoms 1 to 99: -0.2965 -0.2565 -0.2727 -0.3101 -0.2616 -0.5700 -0.2979 -0.2936 -0.3584 -0.2456 -0.2592 -0.3304 -0.2163 -0.3036 -0.2914 -0.3290 -0.3320 -0.2867 -0.5362 -0.3183 -0.2957 -0.6210 -0.6266 -0.5817 -0.2438 -0.5517 -0.3024 -0.3535 -0.5541 -0.5454 -0.5427 -0.5542 -0.2973 0.3199 -0.3493 0.7484 -0.6654 -0.2591 0.6828 0.6405 0.6901 -0.2611 -0.2139 -0.6471 -0.2325 -0.2712 -0.3955 -0.2239 0.7395 0.6735 -0.3417 0.6860 -1.1950 -0.2304 0.6801 0.2357 -1.1641 -0.1807 -0.3058 0.7371 -0.7144 0.6809 -1.0879 0.3153 -0.6582 -0.3431 -1.0733 0.3203 0.3215 0.3147 0.2341 0.2182 0.2220 0.3849 0.2424 0.2258 0.2556 0.3009 0.3009 0.2514 0.2602 0.2996 0.2838 0.2219 0.2676 0.2202 0.2584 0.2872 0.2748 0.3396 0.2798 0.2665 0.2851 0.2808 0.2216 0.3143 0.2498 0.3353 0.3283


# 2
This record from OMol25 describes a cluster of 3 separate species, C34H54B2ClINO13P in total. The level of theory is wB97M-V/def2-TZVPD.

```
107
Properties=species:S:1:pos:R:3:forces:R:3
I -2.739 -1.854 -3.338 0.97 -0.44 0.26
Cl -0.156 0.191 -5.103 -0.76 1.14 0.84
P -0.358 2.018 -3.942 0.67 0.95 -0.91
O -4.380 0.314 2.763 -0.41 4.47 -7.78
O 6.956 -2.170 -1.334 0.00 0.40 0.07
O -1.784 5.125 -2.835 -1.68 -2.21 2.53
O 6.073 -3.096 -4.283 -0.39 -0.04 -0.03
O -0.774 -1.973 1.293 -3.17 1.42 -0.18
O 4.580 -0.845 -2.794 0.29 -0.30 -0.01
O 3.279 0.541 3.033 -0.04 -0.40 -0.06
O -3.309 -2.197 0.956 2.54 0.44 -1.46
O -1.113 3.066 -5.113 1.47 -0.77 1.68
O -5.049 4.441 0.306 2.16 -8.96 0.02
O 4.029 -1.080 5.548 0.06 0.36 -0.29
O 5.878 1.269 4.779 -0.04 0.03 0.40
O -4.275 4.595 -2.827 2.75 0.13 2.11
N -5.429 2.006 1.077 1.18 -0.42 0.49
C -1.420 1.694 -2.392 -4.10 -1.83 4.41
C -2.589 2.731 -1.794 0.11 -2.66 1.67
C 5.682 -0.763 -3.709 -0.27 -0.13 -0.19
C -12.852 1.941 -0.046 1.08 -0.39 -0.34
C 6.411 2.278 5.625 -0.24 -0.21 -0.35
C 5.470 -4.192 -4.950 0.19 0.16 0.35
C 5.211 -1.071 4.739 0.10 0.04 0.37
C 5.648 -1.837 -4.802 0.35 -0.08 0.57
C -10.486 1.206 1.518 1.59 0.67 -3.27
C -11.225 1.731 0.136 3.83 -0.16 -0.29
C 2.414 0.101 4.080 0.60 0.37 0.10
C -7.877 1.290 0.310 -4.47 0.91 -0.67
C -0.767 5.186 -1.773 1.84 1.13 0.52
C -0.876 -2.212 2.741 1.06 -0.81 1.67
C -4.710 3.132 0.303 -0.56 4.33 -0.96
C 6.253 -0.045 5.192 -0.41 0.22 -0.29
C 3.164 0.056 5.416 -0.13 -0.29 -0.18
C -8.645 1.842 -1.061 -2.12 -0.75 2.73
C 8.016 -1.538 -0.630 -0.22 -0.25 -0.31
C 4.595 -1.953 -1.885 0.10 0.32 0.18
C -3.323 0.995 0.380 2.72 0.92 -3.73
C -8.831 0.975 1.604 -1.66 1.28 -3.41
C -1.231 0.298 -1.487 -1.85 1.41 1.41
C -10.284 2.073 -1.169 2.17 -1.62 3.47
C -0.686 -2.197 -2.556 1.30 -1.09 1.36
C 5.672 -1.840 -0.803 0.22 -0.18 -0.48
C 2.925 0.000 1.771 0.29 0.18 0.26
C -2.181 -0.042 -0.152 -0.38 3.25 -1.08
C -6.255 1.080 0.207 -2.02 -1.41 -0.77
C -3.496 2.368 -0.482 1.84 -2.57 0.21
C -0.568 -3.793 3.174 -0.45 0.60 0.33
C -4.402 0.982 1.606 1.72 -1.53 3.03
C -0.091 -0.858 -1.829 0.56 1.25 -0.03
C 0.319 -2.898 -3.653 -0.40 -0.09 -1.26
B -2.891 4.200 -2.495 -0.43 1.50 -1.13
B -2.035 -1.460 0.726 -0.30 -1.37 0.46
H 5.649 -2.068 4.855 -0.06 0.10 0.14
H 3.704 0.985 5.613 0.00 -0.01 -0.29
H -4.553 5.348 -2.217 0.55 -1.27 -1.29
H 0.743 -0.287 -2.464 -1.93 -1.52 1.07
H -13.264 1.012 -0.673 0.80 2.04 1.55
H 0.498 -1.224 -0.856 -1.66 0.99 -1.85
H -0.330 6.297 -1.782 -1.08 -2.40 -0.03
H 2.938 -1.095 1.809 -0.16 -0.03 -0.05
H 1.942 0.359 1.462 -0.18 -0.10 -0.14
H 6.018 3.243 5.293 0.06 -0.18 -0.08
H 4.964 -0.962 3.682 0.05 0.27 0.02
H -6.020 -0.030 0.569 -0.59 2.29 -0.78
H 5.462 -2.540 0.011 -0.23 0.02 0.15
H 0.254 -4.287 2.485 -1.68 1.17 1.46
H -0.006 -1.584 3.247 -1.91 -1.13 -1.20
H 4.654 -2.901 -2.421 0.26 0.00 0.04
H -11.213 0.965 2.433 2.04 0.55 -2.14
H -1.896 -1.849 3.186 1.86 -0.78 -0.94
H 5.786 -5.113 -4.452 0.07 0.21 -0.06
H 3.619 -1.934 -1.389 0.06 0.15 0.00
H 7.501 2.293 5.560 0.11 0.06 0.15
H -8.368 0.570 2.600 -1.00 0.92 -2.15
H -7.979 2.058 -2.008 -1.50 -0.43 2.10
H 0.640 -4.002 -3.364 -0.69 2.50 -0.31
H 1.589 0.815 4.145 -0.22 -0.07 0.15
H 5.784 -4.224 -5.995 -0.10 -0.08 -0.17
H 0.179 4.488 -1.977 -2.24 1.21 0.36
H -0.391 3.734 -5.350 -1.40 -1.30 0.61
H -1.177 5.006 -0.688 0.66 0.14 -2.21
H -13.031 2.913 -0.694 0.36 -2.01 1.49
H 6.337 -1.565 -5.606 -0.08 0.22 -0.15
H -10.758 2.446 -2.199 1.18 -0.91 2.61
H -3.401 -2.978 0.334 0.26 1.34 1.13
H 6.092 2.119 6.660 0.13 -0.01 0.06
H 7.223 -0.269 4.738 0.12 -0.24 0.06
H 1.275 -2.247 -3.912 -2.04 -1.30 0.83
H 6.635 -0.753 -3.175 -0.03 -0.27 -0.07
H -0.199 -3.746 4.306 -0.70 -0.24 -2.53
H 8.952 -1.775 -1.140 -0.18 -0.09 0.04
H 2.013 -0.896 3.860 0.07 0.01 0.03
H -5.961 1.101 -0.938 -0.50 0.18 2.32
H 8.064 -1.906 0.397 0.07 0.11 0.14
H 7.888 -0.450 -0.640 -0.01 0.02 0.14
H 2.421 -0.047 6.213 0.04 -0.16 -0.09
H -1.552 -4.440 3.153 2.01 1.30 -0.11
H -0.288 -3.006 -4.668 1.38 0.24 2.10
H 4.630 -1.906 -5.206 0.03 0.02 0.04
H 6.352 -0.092 6.287 -0.05 -0.03 -0.14
H 5.674 -0.816 -0.401 -0.03 -0.11 -0.08
H 3.671 0.322 1.039 -0.10 0.08 0.16
H -0.833 -3.007 -1.691 0.08 1.91 -1.92
H -13.381 2.026 0.996 1.01 -0.21 -2.12
H 5.587 0.213 -4.195 -0.16 -0.09 0.02
H 4.378 -4.127 -4.881 -0.02 -0.01 -0.15
```
Forces are in eV/Å.

Output
Charge ... 0
Molar mass ... 899.755 g mol⁻¹
SMILES string ... CCOB(O)c1c(C[C@H](C)I)c(P(O)Cl)c(B(O)OC)c2c1C(=O)N(Cc1ccc(C)cc1)C2=O.COCCOCCOC.COCCOCCOC

These are the Mulliken partial charges, in e, on atoms 1 to 99: 0.0554 -0.2314 0.3921 -0.5610 -0.3041 -0.4347 -0.2679 -0.1891 -0.4246 -0.3841 -0.6340 -0.4569 -0.5746 -0.5032 -0.2273 -0.4879 -0.0824 0.1989 0.0911 -0.3585 -0.9352 -0.8111 -0.7104 -0.1703 -0.5526 -0.5431 0.5266 -0.3028 0.0437 -0.5828 0.2447 0.0105 -0.6132 -0.5528 -0.4045 -0.7851 -0.2022 0.2346 -0.2581 -0.3191 -0.4672 -0.3013 -0.6607 -0.7595 0.7436 -0.3706 -0.1682 -1.0222 -0.0992 -0.2222 -0.7719 0.6791 0.4452 0.4296 0.1280 0.3380 0.3358 0.2430 -0.1182 0.2533 0.3377 0.3913 0.2350 -0.0078 0.4098 0.4645 0.2402 -0.1797 0.1409 0.2129 0.2932 0.2304 0.3232 0.3194 0.3149 0.1907 0.2841 0.5043 0.3354 0.2242 0.3838 0.2354 0.2767 0.4232 0.2187 0.3137 0.3454 0.4246 0.1367 0.1189 0.3272 0.2474 0.0855 0.3703 0.3180 0.3396 0.4501 0.2847 0.2690


Respective F_max values: 0.11619; 0.17918 Eh/bohr.
Respective orbital gap values: 10.244; 6.526 eV.